The following is a quantum chemistry calculation of a structure of composition C27H46B2F5IN5NaO19PS, from OMol25.

Computed properties:
max |F|	1.84	eV/Å
calculated total energy	-4508.6444	a.u.
molar mass	1074.2	g mol⁻¹
net charge	-1
energy relative to the best compared isomer or geometry (same formula, charge and spin)	0.00	kJ/mol

```
108
C27H46B2F5IN5NaO19PS, DFT wB97M-V/def2-TZVPD
C -0.135 -1.434 -0.365
C -1.354 -1.210 -1.257
P -2.451 0.021 -0.498
C -1.877 1.580 -1.153
C -0.570 1.934 -0.432
N -4.018 -0.229 -1.325
C -5.197 0.237 -0.994
N -5.418 0.924 0.138
S -6.757 2.090 0.182
N -6.276 -0.082 -1.781
I -6.643 -2.146 -1.990
H -0.306 -1.083 0.641
H 0.723 -0.921 -0.749
H 0.077 -2.486 -0.310
H -1.884 -2.139 -1.390
H -1.038 -0.863 -2.227
H -2.572 2.389 -0.992
H -1.660 1.478 -2.192
H 0.205 1.229 -0.656
H -0.273 2.916 -0.750
H -0.696 1.991 0.633
H -4.007 -0.805 -2.150
H -4.589 1.381 0.503
H -6.429 2.684 1.328
H -7.140 0.268 -1.387
B 3.740 3.237 3.401
O 3.411 1.927 2.773
C 2.225 1.981 2.175
O 1.684 1.115 1.557
C 1.649 3.398 2.420
O 0.596 3.805 2.062
O 2.541 4.108 3.126
F 4.869 3.771 2.895
F 3.846 3.104 4.815
Na 1.909 4.441 5.351
C -2.361 1.748 -6.649
C -3.369 2.004 -5.541
O -2.519 1.939 -4.368
C -1.259 2.198 -4.733
O -0.349 2.368 -3.976
O -1.135 2.235 -6.073
H -2.591 2.281 -7.567
H -2.227 0.686 -6.877
H -3.849 2.995 -5.545
H -4.152 1.256 -5.484
C 7.773 -1.021 3.135
C 6.849 -0.121 2.757
C 7.201 1.074 1.898
O 6.299 1.831 1.606
C 8.586 1.248 1.492
C 9.498 0.346 1.875
C 9.141 -0.854 2.715
O 10.050 -1.620 2.993
O 10.782 0.416 1.560
O 5.581 -0.209 3.091
H 7.531 -1.882 3.741
H 8.833 2.111 0.892
H 11.196 -0.370 1.966
H 5.107 0.549 2.682
C -3.930 4.662 4.411
O -4.396 4.995 5.489
N -4.135 5.248 3.230
C -3.503 4.681 2.057
C -4.992 6.444 3.135
H -3.267 3.777 4.322
H -2.830 5.387 1.569
H -4.258 4.372 1.324
H -2.933 3.812 2.367
H -4.617 7.274 3.745
H -5.995 6.203 3.486
H -5.035 6.778 2.103
F -5.160 3.749 -4.493
C -2.218 -3.764 1.856
C -2.098 -4.925 0.943
O -1.369 -5.104 0.048
N -3.155 -6.054 1.088
C -2.514 -7.361 1.480
H -1.400 -3.082 1.643
H -3.169 -3.259 1.665
H -2.178 -4.067 2.905
H -3.918 -5.801 1.715
H -3.510 -6.170 0.131
H -3.291 -8.116 1.534
H -2.037 -7.242 2.448
H -1.792 -7.612 0.711
O -5.044 9.333 3.912
H -4.816 9.387 4.851
C 4.350 -3.358 -1.274
C 4.863 -2.150 -0.506
C 5.057 -0.949 -1.419
O 6.089 -2.480 0.151
H 5.062 -3.658 -2.044
H 4.217 -4.209 -0.604
H 3.405 -3.150 -1.766
H 4.163 -1.887 0.290
H 5.791 -1.179 -2.195
H 5.427 -0.093 -0.854
H 4.125 -0.662 -1.908
H 6.721 -2.716 -0.535
B -2.091 -5.562 -3.651
O -1.594 -4.201 -4.006
C -0.276 -4.211 -4.070
O 0.428 -3.278 -4.321
C 0.209 -5.652 -3.732
O 1.349 -6.013 -3.682
O -0.859 -6.392 -3.493
F -2.916 -6.068 -4.619
F -2.762 -5.498 -2.428
```

=====

The following is a quantum chemistry calculation of a structure of composition C27H46BrNP2SV, from OMol25.

Computed properties:
⟨S²⟩	3.8095
max |F|	3.38	eV/Å
calculated total energy	-5709.4108	a.u.
molar mass	609.5	g mol⁻¹
spin multiplicity	4
net charge	+2
energy relative to the best compared isomer or geometry (same formula, charge and spin)	0.00	kJ/mol

```
79
C27H46BrNP2SV, DFT wB97M-V/def2-TZVPD
N -0.990 -5.920 2.392
C -0.174 -5.119 3.080
C 0.086 -3.800 2.697
C -0.627 -3.211 1.627
C -1.479 -4.072 0.894
C -1.630 -5.407 1.338
C -0.512 -1.744 1.410
V 0.022 0.106 0.290
P -0.344 2.769 -1.145
C -1.641 -0.958 0.943
C -2.209 0.168 1.718
C -3.368 0.845 1.261
C -3.962 1.855 2.028
C -3.475 2.110 3.319
C -2.405 1.366 3.847
C -1.767 0.417 3.035
Br -4.353 3.291 4.430
H 0.343 -1.274 1.981
H -2.397 -1.413 0.293
H 0.798 -3.236 3.298
H -2.036 -3.761 0.025
H 0.301 -5.535 3.977
H -2.302 -6.097 0.828
H -3.848 0.501 0.328
H -0.991 -0.240 3.444
H -4.823 2.418 1.664
H -2.141 1.511 4.901
P 1.306 -1.305 -1.517
C -1.025 3.653 0.293
C -2.176 4.608 -0.063
H -0.200 4.214 0.765
H -1.366 2.870 0.990
H -2.690 4.930 0.851
H -1.793 5.506 -0.562
H -2.938 4.154 -0.712
C -1.621 1.589 -1.659
C -2.426 2.145 -2.869
H -2.320 1.419 -0.816
H -1.142 0.635 -1.964
H -3.063 1.341 -3.260
H -3.081 2.985 -2.592
H -1.749 2.477 -3.671
C 1.380 2.391 -0.845
C 2.294 3.632 -0.974
H 1.726 1.635 -1.567
H 1.420 1.955 0.191
H 3.351 3.349 -0.950
H 2.138 4.145 -1.932
H 2.146 4.369 -0.175
C 2.972 -0.689 -2.087
C 3.608 -1.337 -3.322
H 3.628 -0.774 -1.209
H 2.843 0.384 -2.272
H 3.806 -2.407 -3.201
H 2.991 -1.191 -4.216
H 4.567 -0.850 -3.512
C 0.285 -1.117 -3.060
C -1.127 -1.695 -2.999
H 0.840 -1.560 -3.900
H 0.243 -0.030 -3.238
H -1.140 -2.767 -2.734
H -1.755 -1.167 -2.270
H -1.598 -1.567 -3.981
C 1.607 -3.123 -1.583
C 2.608 -3.635 -0.547
H 1.942 -3.380 -2.597
H 0.638 -3.613 -1.429
H 2.060 -4.041 0.318
H 3.207 -4.452 -0.984
H 3.298 -2.848 -0.193
C 3.540 1.115 1.223
S 1.977 0.429 1.899
C 1.391 1.876 2.788
H 3.317 1.666 0.308
H 4.219 0.281 1.016
H 3.975 1.767 1.988
H 1.029 1.535 3.765
H 2.226 2.581 2.913
H 0.556 2.343 2.250
```

=====

The following is a quantum chemistry calculation of a cluster of 6 separate species, C27H46ClNO17P in total, from OMol25.

Computed properties:
max |F|	2.89	eV/Å
calculated total energy	-3191.9430	a.u.
molar mass	723.1	g mol⁻¹
net charge	-1

```
93
C27H46ClNO17P, DFT wB97M-V/def2-TZVPD
C 8.618 -0.652 -1.729
C 8.822 -1.810 -0.664
O 7.659 -2.063 0.092
C 6.695 -2.772 -0.671
C 5.234 -2.592 -0.142
C 4.264 -2.605 -1.383
C 2.796 -2.734 -0.864
C 1.785 -2.427 -2.066
N 1.136 -1.136 -1.842
P -0.292 -1.301 -0.967
O -0.687 0.312 -0.497
Cl 0.046 -2.276 0.945
H 7.542 -0.401 -1.768
H 9.203 0.234 -1.418
H 8.948 -0.994 -2.728
H 9.639 -1.496 0.015
H 9.175 -2.714 -1.214
H 6.686 -2.492 -1.750
H 6.923 -3.866 -0.643
H 4.954 -3.456 0.495
H 5.122 -1.630 0.396
H 4.536 -3.472 -2.028
H 4.349 -1.658 -1.957
H 2.603 -1.969 -0.094
H 2.597 -3.768 -0.507
H 1.082 -3.275 -2.245
H 2.437 -2.332 -2.969
H -0.181 0.832 -1.136
C -4.286 -0.260 -0.951
C -4.335 -1.436 -1.897
C -5.648 -1.604 -2.606
O -5.656 -3.007 -2.885
C -4.902 -3.603 -1.920
O -4.849 -4.777 -1.743
O -4.231 -2.680 -1.189
H -3.413 -0.327 -0.302
H -4.243 0.681 -1.501
H -5.164 -0.242 -0.301
H -3.500 -1.383 -2.604
H -5.712 -1.024 -3.526
H -6.512 -1.373 -1.976
C -5.271 -2.599 3.542
C -5.055 -1.109 3.440
C -5.776 -0.301 4.481
O -5.934 0.962 3.824
C -5.970 0.707 2.489
O -6.273 1.505 1.662
O -5.622 -0.577 2.230
H -4.925 -3.096 2.636
H -4.737 -3.010 4.392
H -6.334 -2.836 3.648
H -3.983 -0.887 3.431
H -5.206 -0.190 5.402
H -6.771 -0.690 4.719
C 1.739 2.553 0.316
C 2.022 4.036 0.257
C 1.366 4.839 1.344
O 1.253 6.129 0.732
C 1.172 5.922 -0.606
O 0.888 6.764 -1.400
O 1.452 4.635 -0.918
H 2.037 2.068 -0.615
H 2.277 2.086 1.142
H 0.673 2.358 0.445
H 3.103 4.210 0.227
H 1.964 4.891 2.253
H 0.362 4.487 1.594
C 1.324 -5.964 4.516
C 0.472 -4.749 4.802
C -0.152 -4.734 6.170
O -1.310 -3.922 5.957
C -1.654 -4.066 4.649
O -2.670 -3.678 4.173
O -0.686 -4.718 3.962
H 1.546 -6.030 3.450
H 2.264 -5.918 5.069
H 0.804 -6.884 4.790
H 1.046 -3.836 4.612
H 0.495 -4.297 6.929
H -0.482 -5.722 6.505
C 0.104 7.856 -4.317
C -1.396 7.743 -4.450
C -1.881 6.397 -4.909
O -3.128 6.728 -5.531
C -3.020 8.006 -5.977
O -3.802 8.535 -6.698
O -1.897 8.595 -5.493
H 0.401 8.901 -4.216
H 0.458 7.303 -3.446
H 0.608 7.469 -5.206
H -1.877 8.044 -3.514
H -2.029 5.696 -4.089
H -1.233 5.937 -5.661
```

=====

The following is a quantum chemistry calculation of a structure of composition C27H46GeN5O4SSi3Ti, from OMol25.

Computed properties:
⟨S²⟩	3.7976
max |F|	1.01	eV/Å
calculated total energy	-5824.3449	a.u.
molar mass	741.5	g mol⁻¹
spin multiplicity	4
net charge	0
energy relative to the best compared isomer or geometry (same formula, charge and spin)	213.90	kJ/mol

```
88
C27H46GeN5O4SSi3Ti, DFT wB97M-V/def2-TZVPD
Ti 0.907 -0.231 -0.065
C 6.595 4.214 -2.814
C 5.863 3.062 -2.192
C 5.098 2.205 -2.971
C 4.437 1.123 -2.405
C 4.554 0.906 -1.041
C 5.313 1.744 -0.239
C 5.956 2.819 -0.823
S 3.780 -0.511 -0.369
O 4.748 -1.523 -0.047
O 2.719 -0.897 -1.326
N 2.970 0.114 0.871
C 2.258 -0.701 1.702
C 2.556 -2.156 1.991
C 1.966 -2.520 3.317
C 0.883 -1.837 3.790
C 0.419 -0.709 3.117
N 1.129 -0.129 2.102
H 6.074 4.581 -3.697
H 7.597 3.914 -3.126
H 6.703 5.039 -2.112
H 5.005 2.389 -4.034
H 3.830 0.463 -3.006
H 5.375 1.576 0.825
H 6.535 3.490 -0.203
H 3.639 -2.316 1.970
H 2.383 -3.353 3.861
H 0.385 -2.145 4.700
H -0.469 -0.186 3.402
C 1.075 2.348 -2.954
C 0.841 1.412 -1.810
O 1.096 1.754 -0.614
O 0.383 0.240 -2.015
H 1.901 3.017 -2.725
H 0.173 2.949 -3.089
H 1.257 1.795 -3.871
C -3.367 -0.168 3.520
Si -3.088 -1.071 1.877
C -2.394 -2.778 2.301
C -4.842 -1.424 1.296
Ge -1.720 0.106 0.274
Si -2.969 -0.116 -1.760
C -2.462 1.037 -3.161
C -4.817 0.191 -1.560
C -2.806 -1.863 -2.468
Si -2.109 2.371 0.935
C -1.697 3.652 -0.377
C -3.908 2.690 1.390
C -1.050 2.770 2.435
H -3.627 -0.902 4.286
H -4.216 0.512 3.423
H -2.546 0.420 3.896
H -2.863 -3.140 3.218
H -1.315 -2.789 2.452
H -2.636 -3.491 1.511
H -5.391 -1.905 2.107
H -4.859 -2.092 0.437
H -5.372 -0.514 1.022
H -2.384 2.077 -2.851
H -3.236 0.980 -3.930
H -1.516 0.741 -3.601
H -5.018 1.096 -0.994
H -5.328 -0.626 -1.058
H -5.263 0.310 -2.548
H -1.768 -2.127 -2.671
H -3.347 -1.918 -3.416
H -3.241 -2.607 -1.798
H -2.208 3.463 -1.322
H -0.629 3.718 -0.564
H -2.040 4.624 -0.009
H -4.543 2.623 0.510
H -4.019 3.695 1.798
H -4.292 1.984 2.127
H -0.010 2.478 2.273
H -1.411 2.258 3.325
H -1.079 3.843 2.637
N -0.931 -5.379 -0.855
C -0.080 -4.564 -0.177
C -0.120 -3.168 -0.308
N 0.787 -2.378 0.209
C 1.963 -3.017 0.806
C 1.696 -4.434 1.213
N 0.776 -5.174 0.714
H -1.724 -4.979 -1.326
H -1.042 -6.313 -0.500
H -0.968 -2.703 -0.806
H 2.742 -3.056 0.020
H 2.351 -4.883 1.951
```

=====

The following is a quantum chemistry calculation of a cluster of 9 separate species, C27H46O29P2 in total, from OMol25.

Computed properties:
max |F|	5.36	eV/Å
calculated total energy	-3921.3249	a.u.
molar mass	896.6	g mol⁻¹
net charge	0
SMILES string	COP(=O)(OC)OC.COP(=O)(OC)OC.O=C1OCCO1.O=C1OCCO1.O=C1OCCO1.O=C1OCCO1.O=C1OCCO1.O=C1OCCO1.O=C1OCCO1

```
104
C27H46O29P2, DFT wB97M-V/def2-TZVPD
C -0.002 -2.811 -7.827
O -0.056 -1.373 -7.748
P 1.281 -0.435 -7.698
O 2.536 -1.128 -8.045
O 0.864 0.837 -8.586
C 0.686 0.697 -9.965
O 1.329 0.288 -6.274
C 1.656 -0.395 -5.023
H 0.855 -3.200 -7.312
H 0.037 -3.140 -8.852
H -0.878 -3.174 -7.324
H 1.250 -0.136 -10.377
H 0.986 1.675 -10.318
H -0.372 0.606 -10.214
H 0.824 -0.912 -4.551
H 1.996 0.233 -4.207
H 2.435 -1.067 -5.249
C 2.113 -2.734 -0.013
O 1.597 -2.346 1.256
P 1.418 -3.316 2.481
O 2.409 -4.397 2.480
O -0.136 -3.711 2.359
C -0.562 -5.096 2.176
O 1.546 -2.468 3.737
C 0.536 -1.467 4.195
H 1.284 -2.598 -0.668
H 2.446 -3.767 -0.092
H 2.970 -2.081 -0.192
H -1.592 -5.158 2.571
H -0.003 -5.750 2.783
H -0.600 -5.309 1.089
H 0.906 -1.054 5.127
H -0.391 -1.990 4.368
H 0.443 -0.735 3.373
O 2.699 0.807 1.160
C 3.360 0.241 1.938
O 4.359 -0.596 1.583
C 5.091 -1.048 2.744
C 4.335 -0.248 3.886
O 3.303 0.447 3.252
H 4.979 -2.107 2.901
H 6.119 -0.660 2.675
H 4.972 0.425 4.419
H 3.888 -0.997 4.569
O -2.504 -3.126 6.577
C -2.979 -3.019 5.469
O -3.107 -4.035 4.600
C -3.836 -3.591 3.445
C -3.705 -2.033 3.590
O -3.418 -1.853 4.966
H -3.307 -3.974 2.559
H -4.891 -3.859 3.482
H -4.628 -1.508 3.312
H -2.878 -1.610 3.026
O -3.988 0.921 0.990
C -4.154 1.115 -0.167
O -4.523 0.220 -1.042
C -4.642 0.790 -2.381
C -4.049 2.175 -2.199
O -3.811 2.310 -0.703
H -3.994 0.213 -2.997
H -5.674 0.764 -2.722
H -4.751 2.968 -2.502
H -3.073 2.286 -2.559
O -1.168 1.238 3.841
C -2.148 1.917 3.790
O -2.191 3.118 3.226
C -3.561 3.622 3.354
C -4.221 2.627 4.266
O -3.336 1.546 4.355
H -3.465 4.688 3.712
H -3.955 3.658 2.348
H -5.169 2.290 3.790
H -4.429 3.066 5.239
O 1.596 -0.176 -1.894
C 2.399 0.689 -1.791
O 3.694 0.538 -1.605
C 4.353 1.782 -1.405
C 3.315 2.780 -1.818
O 2.125 2.022 -1.848
H 4.602 1.856 -0.350
H 5.246 1.820 -1.971
H 3.447 3.132 -2.840
H 3.229 3.674 -1.178
O -1.421 -0.649 -3.105
C -1.183 -0.322 -1.974
O -1.038 -1.237 -1.004
C -0.776 -0.549 0.273
C -0.806 0.972 -0.157
O -1.254 0.925 -1.563
H -1.571 -0.780 0.964
H 0.215 -0.754 0.650
H 0.218 1.284 -0.170
H -1.474 1.667 0.311
O 3.854 4.671 1.666
C 2.785 4.376 1.934
O 1.688 4.784 1.283
C 0.477 4.234 1.960
C 1.023 3.320 3.034
O 2.473 3.598 3.015
H 0.068 5.153 2.440
H -0.204 3.818 1.195
H 0.951 2.290 2.674
H 0.607 3.307 4.019
```